# 1
A structure of composition C47H37As3AuOS4. Source: the OMol25 dataset; level of theory: ωB97M-V with the def2-TZVPD basis set.

## Properties
Net charge: +1
Highest occupied orbital energy (spin up / spin down) in eV: -10.0 / -10.0
Electronic energy in eV: -280931.120
Orbital gap (spin up / spin down) in hartree: 0.18995 / 0.18992
Max |F| in hartree/bohr: 0.01226

Atoms and positions in Å:
Au -0.0526 0.0234 1.2325
O -3.0308 2.2248 7.3403
C -2.5273 1.6741 6.4158
S -1.0176 0.7338 6.5329
C -0.8599 0.3145 4.8541
C -1.9555 0.8205 3.9761
S -2.1233 0.5697 2.3754
S -3.1789 1.7725 4.7570
S 0.4154 -0.5489 4.3499
C 3.1871 0.9238 1.8350
C 3.4133 -0.2076 0.8302
As 1.8229 -1.3070 0.4560
C 1.9999 -1.6086 -1.4459
C 1.6484 -0.5835 -2.3205
C 1.7040 -0.7954 -3.6911
C 2.1122 -2.0277 -4.1860
C 2.4763 -3.0443 -3.3127
C 2.4181 -2.8392 -1.9399
C 2.0524 -3.0523 1.2327
C 3.2734 -3.5610 1.6578
C 3.3396 -4.8422 2.1927
C 2.1912 -5.6148 2.2870
C 0.9710 -5.1096 1.8512
C 0.8980 -3.8278 1.3319
As 1.5424 1.9588 1.5135
C 1.8641 2.7407 -0.2220
C 3.1438 2.9924 -0.7071
C 3.3150 3.4697 -2.0002
C 2.2089 3.7127 -2.8038
C 0.9287 3.4850 -2.3162
C 0.7580 2.9929 -1.0303
C 1.7094 3.4049 2.7764
C 1.5741 3.1045 4.1315
C 1.6703 4.1156 5.0760
C 1.8858 5.4251 4.6670
C 2.0119 5.7238 3.3180
C 1.9247 4.7152 2.3664
H 4.0301 1.6137 1.8316
H 3.0980 0.5344 2.8498
H 4.2048 -0.8704 1.1773
H 3.7254 0.1906 -0.1338
H 1.3188 0.3759 -1.9406
H 1.4174 -0.0001 -4.3684
H 2.1484 -2.1972 -5.2546
H 2.8000 -4.0010 -3.7022
H 2.6822 -3.6363 -1.2570
H 4.1806 -2.9760 1.5723
H 4.2907 -5.2346 2.5294
H 2.2456 -6.6131 2.7009
H 0.0748 -5.7126 1.9223
H -0.0547 -3.4259 1.0027
H 4.0137 2.8138 -0.0867
H 4.3117 3.6548 -2.3799
H 2.3457 4.0829 -3.8116
H 0.0648 3.6676 -2.9429
H -0.2381 2.7823 -0.6579
H 1.4077 2.0812 4.4456
H 1.5749 3.8827 6.1291
H 1.9550 6.2155 5.4032
H 2.1794 6.7460 3.0046
H 2.0209 4.9488 1.3137
C -2.3277 1.5414 -5.6404
C -2.1238 0.1818 -5.4569
C -1.9867 -0.3402 -4.1755
C -2.0493 0.5065 -3.0761
C -2.2434 1.8734 -3.2624
C -2.3944 2.3883 -4.5411
As -1.7846 -0.1270 -1.2608
C -3.5848 -0.0863 -0.5422
C -4.3479 1.0264 -0.2224
C -5.5916 0.8564 0.3705
C -6.0508 -0.4234 0.6639
C -5.2864 -1.5370 0.3483
C -4.0507 -1.3753 -0.2691
C -3.1612 -2.4654 -0.7316
C -3.4100 -3.8271 -0.5957
C -2.5251 -4.7506 -1.1356
C -1.3923 -4.3248 -1.8202
C -1.1255 -2.9673 -1.9417
C -2.0019 -2.0435 -1.3933
H -2.4423 1.9426 -6.6390
H -2.0814 -0.4799 -6.3128
H -1.8469 -1.4044 -4.0375
H -2.2860 2.5404 -2.4074
H -2.5643 3.4486 -4.6811
H -3.9809 2.0247 -0.4317
H -6.2015 1.7188 0.6078
H -7.0177 -0.5542 1.1327
H -5.6654 -2.5273 0.5697
H -4.2987 -4.1731 -0.0819
H -2.7278 -5.8093 -1.0338
H -0.7159 -5.0487 -2.2583
H -0.2452 -2.6365 -2.4730

These are the Mulliken partial charges, in e, on atoms 1 to 6: atom 1 (Au): 1.152, atom 2 (O): -0.474, atom 3 (C): 0.564, atom 4 (S): -0.036, atom 5 (C): 0.051, atom 6 (C): 0.127

=====

# 2
A structure of composition C47H37Br4N8O4PTi in a non-equilibrium geometry. Source: the OMol25 dataset; level of theory: ωB97M-V with the def2-TZVPD basis set.

## Properties
Spin multiplicity: 3
Net charge: -2
Highest occupied orbital energy (spin up / spin down) in eV: -0.1 / -1.1
Electronic energy in eV: -382030.119
Expectation value of S²: 2.0111
Orbital gap (spin up / spin down) in hartree: 0.14620 / 0.18149
Max |F| in hartree/bohr: 0.02076

Atoms and positions in Å:
Ti 0.4114 0.1550 0.5681
C 3.2403 -5.7936 -0.3579
C 2.1495 -4.8094 -0.0358
C 1.5775 -4.7442 1.2312
C 0.6771 -3.7490 1.5572
C 0.2595 -2.7956 0.6242
N -0.5775 -1.7400 1.0002
C -1.7639 -2.0676 1.5469
C -2.4057 -3.3199 1.3236
C -3.6586 -3.6213 1.8085
C -4.4028 -2.7039 2.5533
C -5.8065 -2.9981 3.0107
C -3.8022 -1.4800 2.7940
C -2.5257 -1.1722 2.3423
N -2.0081 0.0969 2.7409
C -2.1866 0.6809 3.9393
C -1.7114 1.9724 3.8488
C -1.2466 2.0789 2.5330
N -1.4285 0.9436 1.8716
C 0.7968 -2.9049 -0.6626
C 1.7571 -3.8619 -0.9681
N 0.3863 -2.0283 -1.7097
C 0.3575 -2.3246 -3.0305
C 0.0349 -1.1742 -3.7039
C -0.1114 -0.2103 -2.6950
N 0.0946 -0.7315 -1.4995
H 3.2323 -6.6287 0.3455
H 4.2197 -5.3151 -0.2949
H 3.1339 -6.1949 -1.3683
H 1.8949 -5.4472 1.9946
H 0.3021 -3.6514 2.5680
H -1.8745 -4.0572 0.7364
H -4.0843 -4.5965 1.5859
H -5.9157 -4.0444 3.3065
H -6.5438 -2.8030 2.2243
H -6.0790 -2.3789 3.8680
H -4.3495 -0.7135 3.3345
H -2.6115 0.1289 4.7595
H -1.6642 2.7110 4.6302
H -0.7135 2.8918 2.0647
H 2.2335 -3.8367 -1.9421
H 0.5676 -3.3212 -3.3767
H -0.0531 -1.0396 -4.7676
H -0.3115 0.8437 -2.7953
Br 6.9630 -2.1306 -3.1611
C 5.5203 -1.5673 -2.0535
C 5.4557 -1.9727 -0.7372
Br 6.8506 -3.0025 0.0412
C 4.3458 -1.5660 0.0403
Br 4.2075 -2.0611 1.8696
C 3.3120 -0.7803 -0.4549
O 2.2715 -0.4775 0.2680
C 3.4514 -0.2042 -1.8030
O 2.6677 0.6892 -2.2069
C 4.5397 -0.7086 -2.5661
Br 4.6208 -0.0598 -4.3541
N -2.2368 2.1200 -0.8034
P -2.7664 0.4834 -0.6854
C -3.5698 0.2761 -2.3515
C -4.4988 1.1682 -2.8877
C -5.0454 0.9604 -4.1432
C -4.6745 -0.1575 -4.8842
C -3.7600 -1.0571 -4.3608
C -3.2107 -0.8384 -3.1016
C -4.3336 0.7884 0.2359
C -4.5191 1.8600 1.1015
C -5.6804 1.9663 1.8609
C -6.6728 1.0047 1.7613
C -6.4947 -0.0749 0.9017
C -5.3350 -0.1841 0.1561
C -0.9421 2.6318 -0.9439
C -0.7975 3.8218 -1.6615
C 0.4519 4.3841 -1.8198
C 1.5461 3.7293 -1.2721
C 1.3308 2.5574 -0.5888
N 0.1130 1.9976 -0.3960
H -2.9160 2.7591 -1.1920
H -4.8194 2.0273 -2.3054
H -5.7661 1.6634 -4.5447
H -5.0995 -0.3222 -5.8673
H -3.4610 -1.9266 -4.9333
H -2.4802 -1.5313 -2.6999
H -3.7377 2.6013 1.2018
H -5.7989 2.8029 2.5396
H -7.5753 1.0861 2.3555
H -7.2582 -0.8399 0.8255
H -5.1939 -1.0426 -0.4920
H -1.6760 4.2746 -2.1067
H 0.5705 5.3030 -2.3806
H 2.5549 4.0967 -1.3852
H 2.1642 2.0120 -0.1716
O 1.0286 -1.2112 3.6673
C 1.5414 -0.1091 3.5806
C 2.5119 0.4326 4.6339
C 2.6770 1.8890 4.2421
C 1.9040 1.9901 2.9252
O 1.8192 3.0438 2.2966
N 1.3314 0.8115 2.5860
H 3.4355 -0.1429 4.5504
H 2.0990 0.2671 5.6295
H 3.7077 2.2010 4.0712
H 2.2326 2.5872 4.9546

These are the Mulliken partial charges, in e, on atoms 1 to 6: atom 1 (Ti): 1.098, atom 2 (C): -1.482, atom 3 (C): 0.608, atom 4 (C): -1.283, atom 5 (C): 0.539, atom 6 (C): -0.148

=====

# 3
A structure of composition C47H37ClN4O7S. Source: the OMol25 dataset; level of theory: ωB97M-V with the def2-TZVPD basis set.

## Properties
Highest occupied orbital energy in eV: -8.9
Electronic energy in eV: -92988.529
Orbital gap in hartree: 0.28938
Max |F| in hartree/bohr: 0.01370

Atoms and positions in Å:
C -3.1602 5.7151 0.2102
C -3.1696 4.5623 1.1858
O -3.6245 4.6844 2.2977
N -2.5928 3.3099 0.7735
C -1.2713 3.5205 0.1573
C -3.5088 2.5990 -0.1473
C -4.3913 1.6180 0.6187
C -3.6237 0.5307 1.3770
C -3.2730 -0.7181 0.5470
C -2.3630 -0.4213 -0.6087
C -1.0287 -0.1954 -0.4663
C -0.4060 -0.4150 0.8885
O -0.3773 -1.7932 1.2416
O 0.4298 -2.3994 0.2096
C -0.2308 0.2115 -1.6027
Cl 1.4421 0.5875 -1.3451
C -0.7178 0.3672 -2.8636
C 0.0693 0.8074 -4.0361
C 1.1564 0.0941 -4.5210
C 1.8254 0.5655 -5.6412
C 1.3772 1.7392 -6.2320
N 0.3378 2.4409 -5.7794
C -0.2953 1.9759 -4.7095
C -2.1032 0.0808 -3.0263
N -2.7858 0.1469 -4.1778
S -4.2925 -0.2507 -3.8342
N -4.1890 -0.5239 -2.2605
C -2.9061 -0.3086 -1.9177
H -2.1959 6.2238 0.2530
H -3.3044 5.3893 -0.8198
H -3.9415 6.4155 0.4899
H -1.3320 3.8778 -0.8787
H -0.7341 2.5738 0.1654
H -0.6998 4.2482 0.7343
H -4.1503 3.2972 -0.7003
H -2.8938 2.0980 -0.8914
H -5.0988 1.1627 -0.0791
H -4.9777 2.1947 1.3374
H -4.2397 0.1977 2.2148
H -2.7304 0.9780 1.8186
H -4.2020 -1.1370 0.1611
H -2.8142 -1.4751 1.1831
H 0.5995 -0.0102 0.9356
H -1.0024 0.0324 1.6843
H 0.7826 -3.1663 0.6816
H 1.4749 -0.8194 -4.0345
H 2.6764 0.0385 -6.0495
H 1.8779 2.1321 -7.1097
H -1.1418 2.5520 -4.3524
C -0.6507 -11.7342 -0.7727
C -1.9297 -11.3078 -1.1140
C -2.1550 -9.9840 -1.4500
C -1.1019 -9.0778 -1.4408
C 0.1802 -9.5040 -1.0884
C 0.4019 -10.8354 -0.7594
C 1.3257 -8.5503 -1.0452
O 2.4412 -8.9214 -0.7492
C 1.0498 -7.1221 -1.3732
C 2.0895 -6.2034 -1.3015
C 1.8579 -4.8731 -1.6100
C 0.5880 -4.4548 -1.9951
C -0.4517 -5.3662 -2.0670
C -0.2264 -6.7004 -1.7529
C -1.3672 -7.6598 -1.8191
O -2.4707 -7.2984 -2.1663
H -0.4767 -12.7706 -0.5153
H -2.7515 -12.0114 -1.1180
H -3.1425 -9.6386 -1.7224
H 1.4011 -11.1512 -0.4938
H 3.0718 -6.5441 -1.0050
H 2.6677 -4.1568 -1.5508
H 0.4097 -3.4143 -2.2299
H -1.4452 -5.0548 -2.3587
C 6.9710 4.3225 4.3873
C 7.1718 5.5449 3.7551
C 6.0880 6.3082 3.3568
C 4.7964 5.8496 3.5841
C 4.5948 4.6180 4.2097
C 5.6864 3.8594 4.6140
C 3.2207 4.0877 4.4453
O 3.0460 3.0219 4.9959
C 2.0702 4.9111 3.9735
C 0.7801 4.4237 4.1430
C -0.3032 5.1724 3.7157
C -0.1021 6.4152 3.1238
C 1.1809 6.9066 2.9519
C 2.2718 6.1552 3.3718
C 3.6447 6.6959 3.1575
O 3.8196 7.7835 2.6513
H 7.8200 3.7304 4.7022
H 8.1770 5.9018 3.5743
H 6.2278 7.2628 2.8690
H 5.5140 2.9104 5.1022
H 0.6396 3.4564 4.6051
H -1.3099 4.7920 3.8369
H -0.9533 6.9997 2.7981
H 1.3527 7.8704 2.4929

These are the Mulliken partial charges, in e, on atoms 1 to 6: atom 1 (C): -1.212, atom 2 (C): 0.305, atom 3 (O): -0.573, atom 4 (N): 0.759, atom 5 (C): -0.804, atom 6 (C): -0.705

=====

# 4
A structure of composition C47H37CrN5OP2Se2Te. Source: the OMol25 dataset; level of theory: ωB97M-V with the def2-TZVPD basis set.

## Properties
Spin multiplicity: 2
Net charge: +1
Highest occupied orbital energy (spin up / spin down) in eV: -9.7 / -9.7
Electronic energy in eV: -243818.423
Expectation value of S²: 1.2432
Orbital gap (spin up / spin down) in hartree: 0.21133 / 0.22977
Max |F| in hartree/bohr: 0.01795

Atoms and positions in Å:
Cr 0.6485 -1.2439 1.8854
O 0.5794 -1.7213 3.6835
C -0.4206 -2.1453 4.4451
C -0.3618 -1.9169 5.8255
C -1.3717 -2.3608 6.6477
C -2.4672 -3.0539 6.1240
C -2.5243 -3.3001 4.7720
C -1.5085 -2.8548 3.9145
C -1.5262 -3.1776 2.5009
N -0.7178 -2.6759 1.5698
C -1.0601 -3.2635 0.3585
C -2.0862 -4.1168 0.5686
N -2.3697 -4.0513 1.9166
H 0.4919 -1.3803 6.2172
H -1.3165 -2.1689 7.7109
H -3.2622 -3.3923 6.7719
H -3.3817 -3.8298 4.3758
H -0.5278 -3.0469 -0.5503
H -2.6252 -4.7616 -0.1006
H -3.0594 -4.5996 2.4007
Se 0.8090 -0.7000 -5.3530
P -0.3017 0.1606 -3.8160
C -0.1690 1.9692 -3.8403
C -1.1781 2.8032 -4.3125
C -0.9515 4.1652 -4.4557
C 0.2873 4.6995 -4.1378
C 1.3016 3.8716 -3.6754
C 1.0764 2.5143 -3.5283
C -2.0613 -0.2847 -3.8240
C -2.7885 -0.0970 -5.0006
C -4.1223 -0.4627 -5.0639
C -4.7382 -1.0490 -3.9658
C -4.0133 -1.2724 -2.8060
C -2.6812 -0.8913 -2.7347
C 0.2578 -0.3225 -2.1361
C -0.0063 0.0370 -0.8189
N 0.7367 -0.7936 -0.0498
N 1.4406 -1.5939 -0.8477
N 1.1535 -1.3414 -2.0888
P -0.9728 1.2420 0.1030
Se -0.8861 0.6636 2.2077
C -0.1471 2.8257 -0.0526
C -0.8316 4.0301 -0.1588
C -0.1221 5.2235 -0.1188
C 1.2536 5.2136 0.0402
C 1.9380 4.0081 0.1539
C 1.2412 2.8169 0.1050
C -2.6690 1.3099 -0.4678
C -2.9767 2.0008 -1.6389
C -4.2749 2.0115 -2.1174
C -5.2705 1.3338 -1.4281
C -4.9688 0.6455 -0.2619
C -3.6701 0.6291 0.2225
H -2.1459 2.3962 -4.5720
H -1.7402 4.8045 -4.8287
H 0.4672 5.7592 -4.2607
H 2.2728 4.2836 -3.4397
H 1.8810 1.8653 -3.2014
H -2.2953 0.3016 -5.8789
H -4.6770 -0.3125 -5.9801
H -5.7762 -1.3478 -4.0238
H -4.4827 -1.7456 -1.9534
H -2.1289 -1.0744 -1.8230
H -1.9090 4.0495 -0.2516
H -0.6522 6.1624 -0.2026
H 1.7978 6.1476 0.0788
H 3.0126 3.9982 0.2803
H 1.7741 1.8778 0.2033
H -2.2029 2.5279 -2.1784
H -4.5070 2.5435 -3.0303
H -6.2859 1.3429 -1.8010
H -5.7480 0.1243 0.2772
H -3.4359 0.0951 1.1339
Te 2.9653 -0.1647 3.0086
C 3.4641 -2.2091 2.8978
C 3.2213 -2.8761 1.7006
C 3.4176 -4.2519 1.6280
C 3.8616 -4.9450 2.7419
C 4.1104 -4.2701 3.9310
C 3.9070 -2.9007 4.0175
C 4.3669 0.5567 1.6237
C 4.1394 0.4439 0.2552
C 5.1019 0.8930 -0.6378
C 6.2800 1.4532 -0.1636
C 6.5010 1.5681 1.2009
C 5.5446 1.1192 2.1025
H 2.9328 -2.3447 0.7954
H 3.2322 -4.7673 0.6949
H 4.0234 -6.0130 2.6864
H 4.4645 -4.8135 4.7967
H 4.0840 -2.3838 4.9516
H 3.2281 -0.0082 -0.1182
H 4.9345 0.7951 -1.7025
H 7.0317 1.7965 -0.8614
H 7.4201 2.0048 1.5665
H 5.7215 1.2140 3.1659

These are the Mulliken partial charges, in e, on atoms 1 to 6: atom 1 (Cr): 0.348, atom 2 (O): 0.772, atom 3 (C): 0.317, atom 4 (C): -0.866, atom 5 (C): -0.571, atom 6 (C): -0.959